The following is a quantum chemistry calculation of a cluster of 9 separate species, C31H58O15S2 in total at a distorted geometry, from the OMol25 dataset.

total charge = 0
structure (SMILES) = C[C@H]1COC(=O)O1.C[C@H]1COC(=O)O1.O=S1(=O)CCCC1.O=S1(=O)CCCC1.CC(C)=O.CC(C)=O.CC(C)=O.CC(C)=O.CC(C)=O
molecular weight = 734.92 u
DFT total energy = -3140.8320 hartree
E_HOMO = -9.470 eV
maximum force = 7.37 eV/A
spin multiplicity = 1

```
106
Properties=species:S:1:pos:R:3:forces:R:3:lowdin_charge:R:1
C -11.904801 1.729283 -4.276275 0.504 0.265 0.477 -0.03
C -10.614971 1.375523 -3.460565 -2.184 -0.502 -2.879 -0.24
C -10.680241 -0.122967 -3.053765 0.436 1.300 0.505 -0.08
O -9.414851 -0.556977 -3.486305 0.762 -2.465 1.373 0.08
C -8.782771 0.293253 -4.241595 3.436 0.677 -2.179 -0.58
O -7.665681 0.157753 -4.747495 -2.858 -0.059 1.391 0.11
O -9.536401 1.371263 -4.429465 -0.368 1.128 0.689 0.08
H -12.222951 0.898313 -4.905835 -0.033 -0.250 0.388 0.08
H -11.782391 2.533073 -5.002265 0.405 0.318 0.398 0.08
H -12.680491 2.026703 -3.570615 -0.238 -0.167 -0.156 0.08
H -10.445721 2.107433 -2.670785 0.314 -0.301 0.040 0.15
H -11.400351 -0.778937 -3.542895 -0.349 0.554 -0.014 0.14
H -10.778701 -0.170557 -1.969265 0.180 -0.498 -0.030 0.13
C 6.071139 0.661543 -2.369385 0.502 0.400 -0.128 -0.01
C 5.598649 1.900903 -3.167415 -0.585 -2.375 0.670 -0.27
C 6.606649 2.448083 -4.100875 1.017 1.394 0.881 -0.11
O 5.878969 2.635053 -5.311975 1.925 0.847 -0.462 0.11
C 4.730789 2.002493 -5.226305 -3.996 -0.050 -6.198 -0.59
O 3.873789 1.962373 -6.170845 3.468 0.286 3.844 0.07
O 4.638739 1.377603 -4.120655 -1.382 -1.069 2.816 0.11
H 6.999489 0.874653 -1.839435 -0.266 0.388 0.601 0.08
H 6.423019 -0.145247 -3.012325 -0.414 0.164 -0.637 0.09
H 5.315719 0.213863 -1.723615 0.044 0.427 0.120 0.09
H 5.129259 2.681913 -2.569245 -0.197 -0.246 0.126 0.16
H 7.495459 1.818993 -4.052265 -0.060 -0.354 -1.333 0.14
H 6.956909 3.415423 -3.740785 -0.068 0.183 -0.288 0.14
O 7.472939 -6.078027 -3.331135 -0.177 0.409 0.031 -0.34
S 7.373479 -7.048657 -2.275755 1.126 -1.530 -0.309 0.69
O 6.126059 -7.774847 -2.086935 0.927 0.777 0.401 -0.34
C 8.767349 -8.328307 -2.541495 -0.739 0.776 1.753 -0.18
C 9.816649 -7.971027 -1.419835 -1.294 0.644 -0.340 -0.19
C 9.046689 -7.358847 -0.168175 -0.219 -1.260 -1.008 -0.22
C 8.083069 -6.329137 -0.715155 0.277 0.382 -0.964 -0.23
H 9.065909 -8.330237 -3.589815 0.177 0.427 0.238 0.09
H 8.291539 -9.285087 -2.326405 -0.017 0.020 0.060 0.08
H 10.404439 -8.844377 -1.137235 0.024 0.170 -0.030 0.10
H 10.453719 -7.161407 -1.775855 0.298 -0.231 -0.164 0.10
H 9.786189 -6.892497 0.482795 -0.266 -0.231 0.253 0.11
H 8.476089 -8.162497 0.297295 0.299 -0.017 0.467 0.11
H 8.742199 -5.510437 -1.003905 -0.398 0.271 -0.616 0.10
H 7.287019 -5.878057 -0.122755 -0.015 -0.602 0.235 0.10
O 7.014179 0.488473 5.417175 -0.973 1.507 1.236 -0.36
S 6.421699 1.601633 6.186775 0.902 -0.427 -0.922 0.71
O 6.318319 2.921563 5.566415 0.238 -1.065 0.593 -0.35
C 4.769119 1.193773 6.821775 0.742 -0.489 1.225 -0.22
C 4.932909 0.891443 8.325605 1.026 0.074 0.253 -0.21
C 6.074929 1.838213 8.816655 -0.370 0.563 0.009 -0.22
C 7.256219 1.758533 7.834255 -0.798 -0.724 -0.561 -0.21
H 4.375279 0.335803 6.276905 -0.253 0.542 -0.279 0.11
H 4.245539 2.149733 6.832655 -0.350 -0.305 -0.855 0.10
H 3.972739 1.027693 8.823205 0.134 0.455 0.119 0.11
H 5.220819 -0.116107 8.625665 0.086 -0.302 -0.715 0.11
H 6.402719 1.600453 9.828645 -0.049 -0.056 -0.041 0.11
H 5.686339 2.856393 8.836795 0.034 0.141 0.037 0.11
H 7.814089 0.843633 8.033815 0.004 -0.078 -0.351 0.10
H 7.963959 2.582683 7.744835 -0.369 0.160 0.242 0.10
C -1.276141 -0.140497 -0.968785 0.337 -0.280 -0.704 -0.03
C -0.220691 -0.955027 -0.236035 -0.039 1.067 -0.251 -0.48
C 0.401869 -2.151697 -0.974785 0.071 0.340 0.854 -0.02
O 0.097109 -0.537737 0.856765 0.470 -0.956 -0.108 0.05
H -0.803291 0.537523 -1.679285 0.492 0.096 0.049 0.08
H -1.806681 0.505153 -0.268955 -0.260 -0.443 -0.080 0.08
H -1.871051 -0.755707 -1.643845 -0.517 -0.048 0.403 0.07
H 0.893369 -1.843447 -1.897555 -0.409 0.157 -0.194 0.08
H -0.390801 -2.873787 -1.170675 0.065 -0.012 -0.252 0.08
H 1.184869 -2.634627 -0.390155 -0.208 0.088 0.281 0.08
C -5.739151 6.088283 -3.796045 -0.186 -0.455 0.859 -0.03
C -4.241011 5.860893 -3.872475 -0.143 0.639 0.737 -0.52
C -3.699371 5.874023 -5.244595 -0.106 -0.772 -0.704 -0.03
O -3.535791 5.753503 -2.894775 -0.335 -0.136 -0.001 0.07
H -6.137341 5.585203 -2.914875 0.078 -0.098 0.050 0.08
H -6.271421 5.707763 -4.667825 0.064 0.302 -0.001 0.07
H -5.942021 7.143643 -3.613935 0.038 0.131 -0.355 0.09
H -3.494421 6.893343 -5.571845 0.143 -0.030 0.020 0.10
H -4.500771 5.468133 -5.861935 0.314 0.062 -0.476 0.07
H -2.828201 5.221323 -5.300645 0.132 0.345 -0.120 0.09
C -2.100651 -0.781517 7.184805 -0.911 1.231 -0.091 -0.03
C -3.172841 -1.232247 6.191575 -0.352 -3.747 0.214 -0.43
C -4.213481 -0.250967 5.679315 0.155 -0.273 -0.305 -0.03
O -3.221531 -2.461837 5.930015 -0.016 3.516 0.294 0.02
H -1.116511 -0.613247 6.747475 0.054 -0.797 -0.041 0.08
H -2.163801 -1.443937 8.048125 0.576 -0.247 -0.313 0.09
H -2.337241 0.210453 7.569685 -0.267 0.156 0.033 0.06
H -5.135441 -0.691547 5.299875 0.250 -0.585 0.196 0.08
H -3.760161 0.196253 4.794675 0.076 0.580 0.099 0.09
H -4.513131 0.488203 6.422245 0.435 0.164 -0.093 0.08
C -2.420971 6.695163 4.351665 0.574 -0.722 -0.964 -0.02
C -3.891981 6.912743 4.340805 -0.767 0.539 -1.228 -0.54
C -4.710181 6.628213 3.108745 0.806 -0.844 -0.782 -0.02
O -4.478111 7.377443 5.260265 -0.650 0.865 2.521 0.08
H -2.195601 5.656343 4.592815 -0.081 -0.066 0.539 0.09
H -1.880071 7.383923 5.000615 -0.224 -0.151 -0.027 0.09
H -2.061461 6.725823 3.323115 0.231 0.481 -0.030 0.08
H -5.718261 7.040533 3.065625 0.312 0.230 0.509 0.08
H -4.805881 5.542643 3.087165 -0.047 -0.234 -0.343 0.09
H -4.139661 6.923933 2.228315 -0.150 -0.103 -0.206 0.08
C -4.370641 -5.349977 -3.454065 -0.652 -1.104 0.202 -0.03
C -3.471711 -5.930727 -4.529945 -0.232 -1.230 -1.419 -0.47
C -3.131161 -4.927687 -5.604505 1.139 1.118 -0.726 -0.04
O -3.200161 -7.127497 -4.645035 -0.404 2.106 0.743 0.05
H -4.648151 -6.164507 -2.785015 0.472 0.194 0.494 0.08
H -5.341741 -5.129577 -3.897345 0.039 0.253 -0.527 0.09
H -4.075641 -4.428227 -2.952595 0.414 -0.263 -0.055 0.08
H -2.595181 -4.083157 -5.171405 -0.264 0.265 0.470 0.08
H -3.967031 -4.483477 -6.144965 -0.550 -0.160 0.552 0.08
H -2.451131 -5.159027 -6.424345 0.034 -1.171 0.266 0.08
```
Positions in Å, forces in eV/Å.